A molecular structure, C8H7OP3 at a distorted geometry. Source: the Open Molecules 2025 dataset; level of theory: the ωB97M-V functional and the def2-TZVPD basis.

```
! wB97M-V def2-TZVPD RIJCOSX def2/J DEFGRID3
* xyz 0 3
C 0.82 1.69 1.17
C 1.70 0.55 1.46
C -0.15 1.92 0.29
C 1.40 -0.74 1.63
C -0.61 1.07 -0.84
C 0.05 -1.22 1.37
C 0.19 -0.21 -0.93
C -0.46 -0.90 0.18
O 0.84 -0.63 -1.86
P -2.05 -0.09 -0.34
P -2.51 -0.85 -2.34
P -1.39 -2.54 -2.42
H 1.06 2.52 1.83
H 2.70 0.87 1.74
H -0.64 2.89 0.32
H 2.14 -1.42 2.03
H -0.74 1.65 -1.76
H -0.51 -1.70 2.16
H -1.86 -2.85 -3.71
*
```

## Properties
E_tot in eV: -38317.2473
HOMO level (alpha / beta) in eV: -7.0 / -8.8
Expectation value of S²: 2.0064

***

A single C8H8 molecule at a distorted geometry. Source: the Open Molecules 2025 dataset; level of theory: the ωB97M-V functional and the def2-TZVPD basis.

```
! wB97M-V def2-TZVPD RIJCOSX def2/J DEFGRID3
* xyz 0 1
C 0.35 -1.58 -1.93
C 0.17 -0.68 -1.00
C 0.30 -1.27 0.46
C 0.32 -0.60 1.57
C -0.15 0.71 1.86
C -0.56 1.68 1.01
C -0.70 1.59 -0.31
C -0.27 0.69 -1.24
H 0.35 -1.70 -3.03
H 0.83 -2.53 -1.67
H 0.63 -2.36 0.47
H 0.60 -1.05 2.44
H 0.32 0.90 2.83
H -0.66 2.61 1.57
H -1.24 2.39 -0.85
H -0.28 1.20 -2.20
*
```

## Properties
E_tot in eV: -8421.8984
HOMO level in eV: -7.5
SMILES: C=C1C=CC=CC=C1
Energy relative to the best compared isomer or geometry (same formula, charge and spin) in kcal/mol: 72.00

***

2 unconnected molecules or ions with the total composition C8H8 at a distorted geometry. Source: the Open Molecules 2025 dataset; level of theory: the ωB97M-V functional and the def2-TZVPD basis.

```
! wB97M-V def2-TZVPD RIJCOSX def2/J DEFGRID3
* xyz 0 1
C 1.68 0.82 -0.66
C 1.95 -0.54 -0.74
C 1.12 -1.41 0.00
C 0.22 -0.82 0.99
C 0.12 0.50 1.19
C 0.83 1.38 0.32
H 2.15 1.58 -1.36
H 2.51 -0.92 -1.64
H 1.01 -2.48 -0.10
H -0.27 -1.32 1.78
H -0.51 1.05 1.85
H 0.49 2.40 0.16
C -2.34 -0.31 -0.20
C -3.36 0.05 -0.70
H -1.19 -0.47 -0.20
H -4.41 0.50 -0.66
*
```

## Properties
E_tot in eV: -8421.5164
HOMO level in eV: -9.4
SMILES: c1ccccc1.C#C
Energy relative to the best compared isomer or geometry (same formula, charge and spin) in kcal/mol: 80.81

***

A molecular structure, C8H8AuN3S5Sb at a distorted geometry. Source: the Open Molecules 2025 dataset; level of theory: the ωB97M-V functional and the def2-TZVPD basis.

```
! wB97M-V def2-TZVPD RIJCOSX def2/J DEFGRID3
* xyz 0 2
Au -0.07 0.35 -0.35
C 2.84 0.98 -4.62
S 3.38 -0.27 -3.44
C 2.29 -0.07 -2.10
S 1.05 1.17 -2.19
N 2.51 -0.89 -1.13
N 1.67 -0.73 -0.07
C 2.02 -1.17 1.08
C 1.22 -0.87 2.26
C 1.46 -1.50 3.47
C 0.68 -1.16 4.57
C -0.31 -0.21 4.41
C -0.48 0.38 3.17
N 0.27 0.06 2.12
H 3.49 0.85 -5.48
H 2.98 1.98 -4.22
H 1.81 0.83 -4.92
H 2.95 -1.73 1.15
H 2.24 -2.25 3.55
H 0.84 -1.64 5.52
H -0.94 0.08 5.24
H -1.25 1.12 2.99
S -3.77 -0.11 2.10
Sb -3.48 -0.06 -0.28
S -1.65 -1.54 0.17
S -1.89 1.75 -0.65
*
```

## Properties
E_tot in eV: -77301.5992
HOMO level (alpha / beta) in eV: -8.2 / -8.1
Expectation value of S²: 0.7579
Energy relative to the best compared isomer or geometry (same formula, charge and spin) in kcal/mol: 15.82

***

A molecular structure, C8H8BF3N2OSSeTi. Source: the Open Molecules 2025 dataset; level of theory: the ωB97M-V functional and the def2-TZVPD basis.

```
! wB97M-V def2-TZVPD RIJCOSX def2/J DEFGRID3
* xyz 0 1
Ti 0.90 -1.28 -0.17
Se 3.05 -0.51 -0.72
C 1.88 0.95 -0.19
C 1.18 1.63 -1.20
C 0.26 2.60 -0.83
C 0.02 2.87 0.51
C 0.72 2.19 1.50
C 1.66 1.23 1.16
H 1.35 1.38 -2.24
H -0.30 3.12 -1.60
H -0.72 3.61 0.79
H 0.53 2.40 2.54
H 2.21 0.70 1.92
F -0.69 -2.87 -2.07
C 0.44 -2.14 -2.09
F 0.25 -1.14 -2.99
F 1.40 -2.94 -2.59
O 1.18 -3.21 0.33
S 1.06 -3.01 1.86
N 0.80 -1.57 2.09
B -3.35 -0.73 0.87
C -1.97 -0.54 0.26
N -0.90 -0.39 -0.19
H -4.12 -0.97 -0.03
H -3.63 0.29 1.46
H -3.22 -1.68 1.62
*
```

## Properties
E_tot in eV: -121578.2868
HOMO level in eV: -10.1
Energy relative to the best compared isomer or geometry (same formula, charge and spin) in kcal/mol: 0.00

***

A single C8H8BrNOS molecule at a distorted geometry. Source: the Open Molecules 2025 dataset; level of theory: the ωB97M-V functional and the def2-TZVPD basis.

```
! wB97M-V def2-TZVPD RIJCOSX def2/J DEFGRID3
* xyz 0 1
C 0.56 1.74 0.78
C 0.41 2.91 0.16
C -1.67 2.15 -0.88
C -1.56 0.85 -0.26
C -0.18 0.46 0.41
C -0.77 3.14 -0.60
C -2.61 -0.03 -0.16
C 1.06 -3.29 1.61
N 0.30 -0.71 0.54
O 1.20 -0.95 2.82
S 1.64 -1.52 1.56
Br -0.65 5.04 -1.25
H 1.41 1.51 1.38
H 1.08 3.82 0.19
H -2.53 2.30 -1.35
H -3.55 0.10 -0.62
H -2.14 -0.96 0.06
H 1.64 -4.01 1.08
H 0.78 -3.64 2.61
H 0.13 -3.07 1.10
*
```

## Properties
E_tot in eV: -92836.0886
HOMO level in eV: -8.5
Energy relative to the best compared isomer or geometry (same formula, charge and spin) in kcal/mol: 115.10

***

- What is the E_tot in the sixth record?
  -92836.0886 eV

***

- Look up the E_tot of the second one.
  -8421.8984 eV

***

- Look up the E_tot of the sixth one.
  -92836.0886 eV